ORCA calculation (wB97M-V/def2-TZVPD) on a 2-piece molecular cluster, C3H10BN overall at a distorted geometry.

XYZ file:
```
15
Properties=species:S:1:pos:R:3:lowdin_charge:R:1
C 1.86 1.51 0.79 0.000
B 1.98 0.30 0.12 -0.183
C 2.35 -1.11 -0.29 -0.061
H 2.29 2.46 0.64 -0.011
H 1.06 1.36 1.59 0.047
H 2.09 -1.94 0.44 0.099
H 3.38 -1.16 -0.50 0.036
H 1.83 -1.36 -1.22 0.053
C -2.39 -0.72 -0.79 -0.222
N -1.94 0.54 -0.27 -0.043
H -3.28 -1.19 -0.25 0.089
H -2.63 -0.82 -1.85 0.068
H -1.64 -1.42 -0.73 0.022
H -2.61 1.24 -0.69 0.095
H -1.96 0.57 0.67 0.010
```

Relative energy (zero: lowest compared OMol25 entry of this formula, charge and spin) = 81.8 kcal per mole
Gap between HOMO and LUMO = 8.8 eV